A cluster of 2 separate species, C5H6F2N2 in total in a non-equilibrium geometry, computed with ωB97M-V/def2-TZVPD.

Values from the calculation:
ΔE to the lowest compared entry with this formula, charge and spin   408.2 kJ/mol
HOMO level (alpha / beta)   -0.26960 / -0.29091 Eh
Largest force on an atom   6.41 eV Å⁻¹
Multiplicity   1
LUMO (alpha / beta)   0.7 / 0.3 eV
Gap between HOMO and LUMO (alpha / beta)   8.01 / 8.23 eV

Cartesian coordinates (Å):
1 C -0.75 -1.77 -0.66
2 C 0.61 -2.10 -0.42
3 C -0.86 -0.53 -0.21
4 C 0.44 0.90 1.24
5 C 1.43 2.48 -0.39
6 N 1.19 -1.22 0.31
7 N 0.28 -0.20 0.50
8 F 1.79 3.58 0.24
9 F 2.36 1.82 -1.03
10 H -1.43 -2.41 -1.17
11 H 1.12 -2.97 -0.74
12 H -1.66 0.20 -0.37
13 H -0.28 1.57 1.49
14 H 1.37 0.88 1.85
15 H 0.57 2.59 -1.08

Here are the Löwdin charges for atoms 1 to 8, given in e: atom 1 (C): -0.0742, atom 2 (C): -0.1754, atom 3 (C): -0.0877, atom 4 (C): 0.0299, atom 5 (C): -0.3048, atom 6 (N): 0.0935, atom 7 (N): -0.2010, atom 8 (F): 0.0652